# 1
The following is a DFT calculation (wB97M-V/def2-TZVPD) of C36H52GeN4O3ReS3SbSi3 as an isolated structure in a non-equilibrium geometry.

Properties
charge: +2
maximum force: 0.09295 hartree/bohr
E: -171587.4724 eV
M: 1149.87 g mol⁻¹
lowest unoccupied orbital energy: -6.7 eV

Geometry as XYZ:
```
104
Properties=species:S:1:pos:R:3:forces:R:3
Re 0.27656 -0.88872 -0.82055 -3.483 3.072 -1.130
C 3.37185 -2.73592 -3.33433 -0.574 -1.839 0.409
C 2.60397 -2.03984 -2.24236 -3.360 1.223 -1.565
N 1.27580 -1.69161 -2.35973 2.876 -2.456 -1.429
N 0.52252 -2.20108 -3.44667 3.475 0.386 -1.853
C -0.76417 -2.40945 -3.33773 -1.700 -0.457 1.033
N -1.40392 -2.92868 -4.38124 -0.218 -0.298 -1.029
S -1.51730 -2.16074 -1.80882 -0.435 0.023 -0.716
C 3.11579 -1.53808 -1.00574 0.321 1.424 0.558
C 4.37778 -1.81060 -0.53885 1.331 -0.698 0.697
C 4.80827 -1.27340 0.69840 -2.430 2.197 -0.750
C 4.00153 -0.18589 1.18588 0.150 -1.943 -0.397
C 2.72710 0.13294 0.57212 2.687 -0.640 2.670
N 2.25966 -0.63029 -0.35547 0.909 -1.044 -0.961
H 3.54800 -3.78195 -2.96360 0.167 0.775 -0.239
H 2.75169 -2.90994 -4.21265 -0.008 0.142 0.079
H 4.31112 -2.36382 -3.75221 -0.101 0.519 0.823
H 1.04317 -2.44282 -4.34538 -1.038 0.653 1.826
H -0.91217 -3.18809 -5.23464 -0.058 0.196 0.411
H -2.40960 -3.09046 -4.45040 0.550 0.288 0.698
H 5.07136 -2.53109 -1.03073 -0.950 0.575 0.145
H 5.70164 -1.64782 1.17124 0.028 0.228 0.198
H 4.19695 0.17215 2.19069 0.140 0.564 -0.314
H 2.06541 0.83165 1.07037 0.023 0.050 -0.261
O -0.91313 -2.19160 2.56558 1.012 0.547 -0.844
S 0.47291 -2.80140 2.29978 0.067 -0.284 1.787
O 1.57261 -1.98629 2.80792 -1.248 -0.786 -0.280
O 0.32384 -4.17736 3.02593 0.874 1.247 -0.412
S 0.68345 -3.27430 0.41695 -0.040 -0.134 -0.692
C 0.55416 -6.89934 3.51844 0.147 1.818 3.037
Si 1.32600 -5.18210 4.12644 -0.808 -1.117 -0.028
C 0.84336 -4.47989 5.85266 -1.003 -2.087 -1.149
C 3.17742 -5.24218 3.82346 0.466 2.503 -0.570
Sb -1.38292 -0.37980 1.26703 0.897 -0.503 1.819
Si -0.91716 1.16824 3.45021 -0.906 1.715 0.283
C -1.72279 2.96362 3.15117 0.044 -1.559 0.217
C 0.88423 1.30641 3.84068 0.889 -1.303 1.049
C -1.78879 0.37729 4.94161 -1.239 -0.431 -2.140
Si -3.83096 -1.20369 1.58035 -2.326 -0.895 -1.041
C -4.17038 -2.25597 3.11372 -0.143 0.717 0.368
C -4.23440 -2.32918 0.03984 0.099 0.691 1.855
C -5.04865 0.29573 1.54333 1.707 -0.388 -1.089
H 0.52157 -7.63020 4.37905 0.046 0.643 -1.092
H 1.16387 -7.23044 2.72096 0.403 -0.552 -0.905
H -0.44761 -6.60115 3.23369 -0.236 -0.448 -0.288
H -0.18118 -4.98725 6.03703 1.706 0.727 0.189
H 0.67386 -3.41261 5.88607 0.283 0.235 -0.027
H 1.63730 -4.83099 6.53659 -0.693 0.297 0.075
H 3.66370 -4.35155 4.34633 -0.500 -1.029 -0.763
H 3.50169 -5.23158 2.75606 -0.526 0.292 0.549
H 3.67927 -6.10565 4.18709 -0.016 -0.990 0.757
H -2.81986 2.90310 3.29790 0.544 0.062 -0.070
H -1.52769 3.34531 2.14612 0.094 0.050 0.152
H -1.30502 3.64968 3.90518 -0.086 -0.233 -0.278
H 1.37256 2.26984 3.68100 -0.172 -0.091 -0.070
H 1.46173 0.48910 3.35547 -0.193 0.528 0.221
H 0.93517 1.03407 4.95542 0.039 0.578 -1.440
H -2.87995 0.52216 4.59592 1.303 -0.364 1.190
H -1.53976 0.93502 5.84431 -0.221 -0.061 -0.029
H -1.56576 -0.71014 5.02336 -0.196 0.775 0.148
H -5.27844 -2.08880 3.21786 0.897 0.001 0.117
H -3.64897 -1.81972 4.02257 -0.682 -1.012 -0.913
H -4.06939 -3.34771 2.94561 0.491 0.732 0.347
H -5.17687 -2.81356 0.33883 0.206 0.067 -0.288
H -3.46010 -3.07349 -0.05117 0.141 -0.436 -0.115
H -4.34148 -1.79260 -0.88273 -0.140 0.259 -0.428
H -6.10650 0.07805 1.34611 0.418 -0.272 0.124
H -4.62387 0.81740 0.64046 -0.706 0.196 0.851
H -4.93981 0.88899 2.44528 -0.058 0.339 -0.048
C -0.12895 0.77044 -1.44348 1.587 -3.234 0.550
Ge -0.03380 2.51850 -2.31796 -1.101 0.790 0.558
C 1.42677 2.73693 -3.54572 0.699 -0.407 -0.832
C 2.78896 2.69053 -3.15242 -0.639 -1.401 0.452
C 3.83307 2.88862 -4.03836 -1.591 0.935 -1.122
C 3.50306 3.10286 -5.43147 -0.393 -1.361 0.947
C 2.15671 2.99776 -5.88682 0.674 0.742 1.760
C 1.11251 2.94390 -4.88957 1.346 0.181 -1.345
C 0.24009 3.88492 -0.94900 0.190 0.695 0.810
C -0.81431 4.56868 -0.33502 -0.894 -0.824 0.075
C -0.65949 5.83119 0.26044 -0.168 -1.829 0.095
C 0.57998 6.43316 0.22681 -1.062 1.420 0.224
C 1.65381 5.72787 -0.26197 -0.022 -0.017 0.275
C 1.51207 4.42657 -0.72238 -0.166 -0.307 -0.145
C -1.75991 2.85227 -3.20302 -0.464 0.343 -0.265
C -2.51680 1.88903 -3.91572 2.828 -1.329 2.114
C -3.70752 2.14765 -4.47942 -2.068 -0.675 -2.092
C -4.25339 3.43335 -4.46609 0.395 -0.646 0.494
C -3.48312 4.40606 -3.84490 -0.650 0.619 0.784
C -2.27745 4.14763 -3.17325 0.508 -0.306 -0.494
H 2.99937 2.27078 -2.14192 0.061 0.832 -0.642
H 4.81115 3.00341 -3.59297 0.322 -0.284 -0.580
H 4.34938 3.12965 -6.11799 -0.402 0.333 -0.071
H 1.91837 3.06481 -6.95943 0.122 0.047 0.692
H 0.09757 3.12692 -5.24385 0.075 -0.426 0.277
H -1.74713 3.95007 -0.26905 0.393 1.279 -0.170
H -1.45337 6.20903 0.86629 -0.504 0.514 -0.038
H 0.62607 7.48269 0.61710 0.443 -1.160 -0.442
H 2.56331 6.26877 -0.23933 1.196 -0.158 0.051
H 2.33928 3.73464 -0.81129 0.435 0.652 -0.629
H -2.10338 0.86222 -3.81254 -0.539 0.489 -0.624
H -4.24668 1.35061 -5.06516 0.561 0.766 0.945
H -5.28607 3.53130 -4.83467 0.790 0.576 0.063
H -3.89973 5.38607 -3.71143 -0.094 0.456 -0.244
H -1.69070 4.93123 -2.65754 -0.803 -0.288 -0.466
```
Forces are in eV/Å.



# 2
The following is a DFT calculation (wB97M-V/def2-TZVPD) of C36H52HgN2O38PS6 as an isolated structure in a non-equilibrium geometry.

Properties
charge: -1
maximum force: 0.09457 hartree/bohr
E: -197425.0456 eV
M: 1544.75 g mol⁻¹
lowest unoccupied orbital energy: 0.5 eV

Geometry as XYZ:
```
136
Properties=species:S:1:pos:R:3:forces:R:3
Hg -1.97110 -1.83442 -0.89399 -0.412 -1.527 -0.492
P -0.51637 0.03500 -0.01972 1.849 0.101 0.013
O -2.04080 0.12395 0.08662 -2.776 3.408 0.591
O 0.35084 1.29876 0.36090 -1.827 -2.688 -0.360
O -0.33938 -0.49303 -1.50521 1.093 1.321 -1.403
O -0.43082 -1.37324 0.68667 2.447 -0.111 2.073
C 0.02950 1.44665 3.64509 0.054 0.326 -0.539
C 0.85909 0.15428 3.83753 0.277 0.474 -0.624
O 1.11756 0.12680 5.18893 0.625 0.616 4.134
S 1.37651 1.67159 5.71879 -0.368 -1.121 2.414
O 2.53108 2.25690 5.08675 -0.931 -0.597 0.396
O 1.29711 1.68131 7.21656 -0.387 0.050 -4.847
O 0.04722 2.15762 4.92545 0.911 0.088 0.523
H -1.02717 1.31913 3.40998 0.234 -0.406 0.278
H 0.47565 2.03861 2.84596 -0.007 0.195 0.181
H 1.89746 0.20324 3.50965 -0.476 0.044 -1.783
H 0.31978 -0.75347 3.56692 0.173 0.141 -0.205
C -3.12923 3.65878 0.94022 1.422 0.148 0.809
C -2.27827 3.09308 2.09644 0.833 0.221 -1.087
O -3.11340 3.04068 3.24829 -2.219 0.092 0.339
S -4.72925 3.24998 2.83486 0.475 -0.609 -0.117
O -5.16086 4.55886 3.24721 0.861 -0.962 -0.660
O -5.63235 2.15509 3.16457 2.025 1.319 -0.715
O -4.34921 3.13231 1.24900 -4.250 -1.046 1.419
H -2.88168 3.15966 0.00337 0.467 0.683 -0.120
H -3.25632 4.74094 0.97000 0.697 0.164 -0.556
H -1.39272 3.68740 2.32159 -0.191 0.147 0.152
H -1.94137 2.10427 1.78525 -0.222 -0.194 0.179
C 1.60325 4.12437 -0.27623 -1.186 -1.224 0.744
C 0.18769 4.22014 -0.87475 0.290 0.990 1.355
O 0.40560 4.61816 -2.18694 0.884 0.614 -3.017
S 1.86543 5.25974 -2.53993 0.685 1.901 1.136
O 1.81106 6.75267 -2.69026 -0.087 -4.610 0.121
O 2.59562 4.42986 -3.48818 -1.571 1.517 1.579
O 2.42743 4.98882 -0.99116 0.296 0.889 -2.022
H 1.87964 3.07281 -0.35334 0.502 0.040 0.039
H 1.61791 4.44700 0.76482 0.023 -0.122 -0.022
H -0.37626 5.03514 -0.42105 -0.175 -0.042 0.358
H -0.38026 3.29101 -0.82721 0.361 -0.089 -0.095
C -1.87667 1.91073 -3.04898 0.946 -2.057 -1.171
C -2.10904 1.00919 -4.36896 -1.102 -0.586 1.259
O -1.86758 1.85477 -5.50108 0.724 1.457 0.010
S -1.43935 3.38021 -5.04230 -1.001 1.087 0.457
O -2.19217 4.42474 -5.79328 2.112 -3.356 2.154
O 0.00931 3.48517 -4.86644 -2.787 -0.402 -0.537
O -2.18264 3.16092 -3.53171 0.341 2.834 -2.180
H -0.83785 1.89044 -2.71953 0.121 -0.347 -0.011
H -2.50066 1.71652 -2.17663 -0.157 -0.433 -0.329
H -3.12928 0.63090 -4.43299 -0.746 1.053 0.104
H -1.69303 0.01179 -4.51115 1.605 0.546 0.334
C 1.95580 -3.41232 1.85707 -1.940 -0.462 -0.380
C 2.10761 -4.85301 2.32345 -1.827 1.120 0.556
O 3.27990 -5.29748 1.70156 1.663 -0.313 -0.662
S 4.35649 -4.07291 1.62198 0.149 1.576 -0.381
O 4.81598 -3.80238 0.27075 -0.782 -1.234 1.826
O 5.30547 -4.11930 2.70317 -1.129 -0.295 -1.169
O 3.23634 -2.95191 1.96435 3.346 0.828 0.645
H 1.30157 -2.84950 2.52290 0.055 0.056 -0.089
H 1.65232 -3.19885 0.83217 -0.623 -0.555 -0.049
H 1.23118 -5.47243 2.13296 0.426 -0.241 -0.526
H 2.19687 -4.76598 3.40630 0.473 -0.417 0.169
C 2.65564 -0.13827 -1.15911 -0.586 1.510 -0.672
C 2.39341 0.74958 -2.42802 -1.208 -0.080 0.328
O 3.49630 0.48201 -3.35665 0.243 -0.995 0.005
S 4.54045 -0.65907 -2.76186 -1.553 2.994 1.580
O 5.90312 -0.22288 -2.98123 -2.229 -1.028 0.373
O 4.05607 -1.96892 -3.11010 0.661 0.804 0.271
O 4.03265 -0.21506 -1.20800 3.840 -2.156 -1.192
H 2.18414 -1.12059 -1.13020 -0.212 0.053 -0.427
H 2.45791 0.36897 -0.21481 -0.466 0.079 -0.362
H 2.26955 1.82741 -2.32294 1.373 0.240 0.780
H 1.38079 0.63015 -2.81332 0.317 -1.338 -0.619
C 3.87787 1.44868 1.71271 -0.382 2.727 0.331
C 4.27141 0.17226 1.90719 0.070 -1.495 0.950
C 5.53722 -0.11813 2.36624 2.202 -0.291 -0.031
C 6.49294 0.89641 2.47036 -0.437 -0.517 -0.370
C 6.05644 2.18027 2.26334 1.356 1.698 0.743
C 4.76772 2.52297 1.94348 -0.497 -1.640 -0.628
N 7.97108 0.60856 2.72916 -0.038 -0.027 0.013
O 8.84511 1.39649 2.42370 -1.041 1.028 -0.377
O 8.26176 -0.45363 3.21836 -0.850 -1.054 0.417
H 2.83937 1.68671 1.53587 -0.216 -0.138 -0.411
H 3.57803 -0.65453 1.86193 -0.128 0.080 -0.269
H 5.87966 -1.11451 2.60365 -0.258 -0.276 -0.109
H 6.72791 2.98934 2.51020 0.381 0.069 -0.345
H 4.51098 3.56262 1.80347 -0.213 -0.063 0.130
C -2.73522 -1.16019 3.15808 0.443 -0.067 -0.529
C -2.54410 -2.16342 4.09589 -0.448 0.995 -0.706
C -3.60647 -2.52859 4.90848 -0.782 -0.679 0.315
C -4.89125 -1.94664 4.76766 1.711 1.305 -1.629
C -5.01658 -0.90234 3.78527 -0.722 -0.963 0.674
C -3.95339 -0.55265 2.97183 -0.205 -0.543 0.424
N -6.04148 -2.40718 5.56941 -0.586 1.419 0.046
O -5.94890 -3.46775 6.15827 -0.122 0.423 -0.292
O -7.01979 -1.63754 5.61156 1.305 -1.398 -0.079
H -1.94436 -0.90237 2.46926 0.280 -0.100 -0.145
H -1.56396 -2.60855 4.00879 -0.073 -0.500 0.876
H -3.44905 -3.33345 5.61119 -0.258 -0.039 0.168
H -5.93790 -0.38776 3.55556 -0.346 -0.266 0.520
H -4.07959 0.09038 2.11335 -0.032 0.342 0.289
O -4.18368 -1.36375 -1.55294 -2.391 0.311 -0.240
C -5.20097 -0.75910 -1.22766 -0.432 0.235 1.467
O -6.47903 -1.28736 -1.21703 1.036 0.970 0.162
C -7.34755 -0.41802 -0.40037 0.214 0.182 1.632
C -6.71870 0.97635 -0.27240 -0.458 -0.106 -2.145
C -5.26377 0.66058 -0.61378 0.057 -0.231 -0.089
H -7.34487 -0.76395 0.63328 -0.055 -0.948 -0.170
H -8.38767 -0.38425 -0.72454 0.386 -0.420 -0.578
H -6.87276 1.51878 0.66041 0.179 -0.649 0.246
H -7.25065 1.58148 -1.00654 0.537 0.342 -0.338
H -4.75585 0.67316 0.35057 0.752 -0.163 -0.499
H -4.77324 1.31302 -1.33614 0.062 0.238 0.349
O -0.44431 -1.76599 -7.92218 0.790 -0.114 0.496
C 0.27035 -1.43331 -7.00380 -1.520 0.784 -1.295
O 0.98846 -0.29776 -7.05278 0.139 0.367 0.596
C 1.47670 0.06684 -5.74424 1.349 0.402 0.862
C 1.09341 -1.03283 -4.75053 -0.825 -1.202 -0.303
C 0.41072 -2.06805 -5.68844 -0.031 -0.754 1.957
H 1.12375 1.03761 -5.39619 -0.725 0.018 -0.519
H 2.55000 0.25372 -5.77912 0.109 -0.496 -0.376
H 0.39022 -0.69129 -3.99095 -0.373 0.216 -0.334
H 1.81873 -1.52133 -4.09986 0.799 0.380 -0.721
H -0.52469 -2.38604 -5.22801 -0.419 0.201 -0.539
H 0.90610 -3.02818 -5.83280 0.602 0.122 0.041
O -0.98259 -4.05207 -1.04472 1.231 -0.422 -0.009
C 0.14608 -4.40747 -1.39197 -2.759 0.092 -0.977
O 0.72775 -5.46614 -0.81040 -1.612 1.212 0.200
C 1.95089 -5.69921 -1.43207 2.101 -0.058 -0.633
C 2.32833 -4.37575 -2.10378 -0.513 0.086 -0.146
C 0.93221 -3.84889 -2.58398 1.559 -0.105 1.581
H 1.86023 -6.49879 -2.16729 -0.117 -0.160 0.025
H 2.65041 -5.98898 -0.64797 0.085 -0.071 -0.205
H 3.14532 -4.46724 -2.81949 -0.279 0.112 -0.041
H 2.62263 -3.67745 -1.32027 0.413 -0.037 -0.037
H 0.62263 -4.14592 -3.58599 -0.300 -0.476 0.315
H 0.89077 -2.76096 -2.53113 -0.152 0.029 0.024
```
Forces are in eV/Å.



> Number 1 is which compound?

C36H52GeN4O3ReS3SbSi3



> charge of number 1 (C36H52GeN4O3ReS3SbSi3)?

+2



> What is the charge in the first record?

+2



> lowest unoccupied orbital energy of number 1 (C36H52GeN4O3ReS3SbSi3)?

-6.7 eV